Record 1
A 2-piece molecular cluster, C6H12O overall. Source: OMol25; level of theory: ωB97M-V with the def2-TZVPD basis set.

The geometry in XYZ format:
```
19
Properties=species:S:1:pos:R:3:nbo_charge:R:1
C 0.73907 1.76523 0.59955 -0.38
C -0.12172 0.77096 0.52362 -0.22
C -0.04547 -0.60782 0.00043 -0.01
C 0.24344 -0.99386 -1.23531 -0.40
C -0.47288 -1.68006 1.00901 -0.44
C -0.56679 -1.33949 2.49088 -0.61
H 0.54652 2.72560 1.06018 0.20
H 1.70407 1.73542 0.09567 0.19
H -1.15584 1.01855 0.79030 0.20
H 0.45657 -0.43051 -2.13978 0.20
H 0.09937 -2.03967 -1.46862 0.19
H -1.45766 -1.97777 0.63761 0.21
H 0.11345 -2.58582 0.85766 0.22
H 0.40808 -1.52746 2.94929 0.21
H -1.33333 -1.89406 3.03101 0.22
H -0.77498 -0.29069 2.67285 0.21
O 0.44790 2.82288 -4.02325 -0.94
H 0.95381 2.46585 -3.28187 0.47
H 0.21639 2.06272 -4.56921 0.47
```

Summary:
- HOMO: -9.30 eV
- Energy relative to the best compared isomer or geometry (same formula, charge and spin): 48.2 kcal per mole
- Largest force on an atom: 1.5 eV Å⁻¹
- Spin multiplicity: 1
- E: -310.98244 a.u.
- SMILES string: C=CC(=C)CC.O

***

Record 2
A 2-piece molecular cluster, C27H33BNO2 overall. Source: OMol25; level of theory: ωB97M-V with the def2-TZVPD basis set.

The geometry in XYZ format:
```
64
Properties=species:S:1:pos:R:3:nbo_charge:R:1
C 2.53617 6.41948 -2.89778 -0.06
C 1.21337 5.68728 -2.61317 -0.47
C 1.61481 4.62229 -1.63269 -0.01
C 2.98655 4.76804 -1.38873 0.29
O 3.58673 5.77067 -2.07701 -0.47
C 3.60209 3.90409 -0.46595 -0.26
C 2.83702 2.92630 0.17563 -0.20
C 1.46809 2.66188 -0.18876 -0.05
C 0.50346 1.60161 0.47625 -0.40
C 1.24112 0.62459 1.34488 -0.07
C 0.63435 0.25990 2.53565 -0.22
C 1.26072 -0.67730 3.35295 -0.09
C 2.48749 -1.24894 2.96454 0.38
O 2.94254 -2.21922 3.80802 -0.49
C 1.94442 -2.35145 4.88977 -0.07
C 0.84585 -1.31329 4.63730 -0.46
C 3.12335 -0.86543 1.77962 -0.28
C 2.48610 0.08013 0.98139 -0.21
C 0.85392 3.61095 -1.02953 -0.22
H 2.83057 6.34368 -3.95147 0.19
H 2.48971 7.48065 -2.61964 0.20
H 0.47502 6.37208 -2.19029 0.22
H 0.79786 5.25960 -3.52769 0.22
H 4.68048 4.05572 -0.30153 0.23
H 3.35769 2.37485 0.93732 0.22
H -0.20391 2.18747 0.99051 0.22
H -0.30686 0.69861 2.85132 0.21
H 1.55881 -3.38089 4.86049 0.19
H 2.46295 -2.19468 5.84528 0.20
H 0.80730 -0.58677 5.46434 0.23
H -0.14692 -1.78780 4.57597 0.22
H 4.07506 -1.31659 1.51831 0.24
H 3.00047 0.41302 0.08043 0.24
H -0.18726 3.53490 -1.21107 0.20
C -3.23432 -1.71261 1.42982 -0.65
C -1.79667 -1.85949 1.00584 -0.21
N -1.59482 -1.54028 -0.47739 -0.55
C -0.16221 -1.96571 -0.79163 -0.21
C 0.13632 -1.79301 -2.25444 -0.65
C -2.53355 -2.43264 -1.26260 0.13
C -2.40614 -3.80360 -1.11332 -0.25
C -3.24142 -4.67186 -1.82602 -0.17
C -4.22327 -4.14864 -2.68344 -0.18
C -4.35885 -2.76325 -2.80589 -0.19
C -3.51749 -1.89592 -2.08413 -0.18
B -1.87802 -0.08616 -0.80549 0.69
H -0.10285 1.06054 -0.15697 0.17
H -3.30188 -1.99288 2.49395 0.25
H -3.60735 -0.69481 1.33028 0.23
H -3.89607 -2.39795 0.89330 0.23
H -1.12997 -1.19238 1.55083 0.24
H -1.45408 -2.88912 1.15786 0.22
H 0.48247 -1.35398 -0.15374 0.25
H -0.05702 -3.00982 -0.48797 0.22
H 1.17747 -2.11158 -2.42745 0.25
H -0.48986 -2.44053 -2.87635 0.23
H 0.03858 -0.76421 -2.59099 0.23
H -1.65417 -4.23003 -0.43460 0.23
H -3.13091 -5.75264 -1.71620 0.24
H -4.87616 -4.82075 -3.24703 0.24
H -5.12240 -2.34395 -3.46547 0.24
H -3.63716 -0.81264 -2.16508 0.23
H -1.63685 0.26692 -1.89308 -0.08
H -2.65042 0.43759 -0.11726 -0.09
```

Summary:
- HOMO: -10.11 eV
- Energy relative to the best compared isomer or geometry (same formula, charge and spin): 9.3 kcal per mole
- Largest force on an atom: 4.4 eV Å⁻¹
- Spin multiplicity: 1
- E: -1278.44630 a.u.
- Net charge: +1

***

Record 3
A 7-piece molecular cluster, C5H24NO6 overall. Source: OMol25; level of theory: ωB97M-V with the def2-TZVPD basis set.

The geometry in XYZ format:
```
36
Properties=species:S:1:pos:R:3:nbo_charge:R:1
C -3.22901 0.07802 -0.45813 -0.62
C -2.10472 0.15498 0.57550 -0.42
C -0.73805 0.65975 0.19386 -0.43
C 0.37854 0.01758 1.01750 -0.25
C 2.41688 -1.11134 0.72714 0.11
N 1.64210 -0.18866 0.31455 -0.38
H -2.96415 0.07766 -1.52737 0.22
H -3.84131 -0.83565 -0.45239 0.22
H -3.96793 0.87836 -0.40264 0.22
H -2.53958 0.56685 1.48358 0.21
H -2.11050 -0.87763 0.99210 0.20
H -0.63401 0.48691 -0.88660 0.23
H -0.61251 1.74460 0.27711 0.23
H 0.61068 0.72078 1.83023 0.24
H 0.01516 -0.86628 1.53800 0.23
H 3.23669 -1.32673 0.04539 0.22
H 2.17596 -1.78005 1.54859 0.24
H 1.96122 0.50009 -0.37582 0.47
H 1.33663 -3.65910 2.95210 0.49
H 0.20490 -2.71722 3.27402 0.49
O 0.77016 -2.99417 2.54290 -0.96
H 0.97193 -2.23861 -2.28012 0.50
H 0.71144 -2.59917 -0.81864 0.47
O 1.40178 -2.29209 -1.41544 -0.96
H 3.22509 2.47446 -0.73418 0.48
H 2.00066 2.52341 -1.62366 0.50
O 2.27331 2.31350 -0.72022 -0.95
H 0.47135 3.70987 -2.75237 0.48
H -0.79695 3.38749 -1.80882 0.49
O -0.07930 3.04468 -2.34075 -0.97
H -1.21577 -3.11020 -2.46645 0.46
H -2.23020 -2.39944 -3.30818 0.48
O -1.30660 -2.33825 -3.03688 -0.95
H -1.99906 1.95176 3.42345 0.48
H -0.87213 2.96710 3.67311 0.48
O -1.29975 2.44150 2.99050 -0.95
```

Summary:
- HOMO: -13.73 eV
- Energy relative to the best compared isomer or geometry (same formula, charge and spin): 48.1 kcal per mole
- Largest force on an atom: 2.8 eV Å⁻¹
- Spin multiplicity: 1
- E: -710.82216 a.u.
- Net charge: +1

***

Record 4
C23H48AlCl3F3I2NO16PS as an isolated structure. Source: OMol25; level of theory: ωB97M-V with the def2-TZVPD basis set.

The geometry in XYZ format:
```
99
Properties=species:S:1:pos:R:3:lowdin_charge:R:1
C 5.62846 3.52351 2.48184 -0.04
C 5.43547 2.92370 1.10809 -0.25
O 5.52223 1.54129 1.20279 -0.16
C 4.34230 0.91778 0.85675 -0.23
C 3.15129 1.32744 1.70432 -0.16
O 2.13191 1.54875 0.83982 -0.24
C 1.76574 2.82225 0.63893 -0.42
P 0.09841 2.73298 -0.17717 0.70
I -0.02142 3.31126 -2.61131 0.63
C -0.80778 4.01443 0.66862 -0.46
C -2.27798 3.85045 0.68427 -0.34
C -2.76930 2.54831 1.25716 -0.59
I -1.73997 1.80221 2.98281 0.93
H 4.86141 4.19086 2.74278 0.07
H 6.58610 3.94762 2.52829 0.06
H 5.59719 2.73434 3.16282 0.07
H 4.53509 3.25357 0.67456 0.10
H 6.20440 3.26762 0.48934 0.11
H 4.52323 -0.14378 1.02074 -0.09
H 4.11666 0.97954 -0.16624 0.09
H 2.84330 0.52366 2.29376 0.13
H 3.36286 2.12171 2.36974 0.12
H 1.72133 3.36600 1.54817 0.10
H 2.37898 3.32995 -0.04601 0.06
H -0.46285 1.46350 -0.07622 0.02
H -0.60284 4.91288 0.16099 0.07
H -0.39492 4.13292 1.62066 0.03
H -2.67291 3.94998 -0.29210 0.09
H -2.65145 4.65052 1.25622 0.10
H -3.74861 2.72031 1.55382 0.03
H -2.77799 1.77327 0.56495 0.03
O 3.17039 -1.12334 -4.86853 0.07
C 4.18665 -1.13221 -4.23210 -0.32
C 3.74673 -1.50179 -2.53281 -0.32
O 4.75397 -1.52085 -1.82999 -0.09
H 4.76157 -0.19641 -4.14895 0.12
H 4.92571 -1.91928 -4.45149 0.12
H 3.17445 -2.44402 -2.57598 0.13
H 2.99976 -0.73627 -2.29370 -0.02
Al 5.81870 -1.67793 1.16136 1.09
C -4.23302 4.62279 -3.78139 -0.78
O -3.46292 5.00323 -4.68970 -0.04
O -3.62825 3.83903 -2.74869 -0.04
O -5.47426 4.80894 -3.65751 -0.09
H -2.71168 3.84149 -3.08095 -0.04
C 0.02707 -1.56620 1.94817 -0.05
C 0.71171 -2.93938 1.64849 -0.75
O -0.02885 -3.91144 1.65034 -0.02
O 1.97590 -2.94623 1.41843 -0.16
H -1.02972 -1.71056 2.11558 0.03
H 0.45799 -1.09959 2.83858 0.05
H 0.15806 -0.88652 1.10036 0.04
N -6.98443 2.47938 -4.16150 0.31
H -6.33658 3.26858 -3.92512 0.09
H -7.64763 2.79059 -4.85732 0.14
H -6.45056 1.70036 -4.52713 0.14
H -7.48358 2.18629 -3.31583 0.12
C -5.55624 -2.56950 3.69834 -0.74
F -6.76856 -2.31741 4.17424 0.11
F -5.03288 -3.50292 4.46477 0.13
F -5.72011 -3.10141 2.50175 0.13
S -4.51101 -1.05632 3.64319 0.38
O -4.46165 -0.63625 5.02233 -0.34
O -5.25259 -0.17255 2.76813 -0.36
O -3.26709 -1.52855 3.10858 -0.34
Cl 2.10378 1.30650 -2.09328 -0.21
Cl 9.93834 -2.42724 0.35338 0.52
C 10.64144 -3.82981 1.19689 -0.66
C 9.61282 -4.56715 2.00845 -0.66
Cl 9.05384 -3.61383 3.40698 0.52
H 11.45727 -3.47375 1.81418 0.07
H 11.04909 -4.48876 0.43602 0.07
H 10.04311 -5.48404 2.39955 0.07
H 8.74639 -4.82397 1.41050 0.07
C 4.47478 -8.02372 -3.04717 -0.06
O 4.48008 -7.67123 -1.66973 0.00
C 3.79507 -6.56496 -1.40180 -0.69
O 3.22485 -5.90347 -2.20057 0.14
O 3.87102 -6.34414 -0.11770 0.01
C 3.16061 -5.16123 0.33214 -0.03
H 5.05901 -8.93239 -3.14109 0.09
H 3.46298 -8.21617 -3.39141 0.10
H 4.93465 -7.24290 -3.64689 0.09
H 2.10206 -5.24080 0.13124 0.09
H 3.57341 -4.27124 -0.14166 0.07
H 3.29827 -5.08662 1.40111 0.08
C -10.29068 2.31854 0.52864 -0.16
C -10.60094 3.14751 -0.72117 -0.17
C -9.20205 3.42886 -1.24760 -0.22
O -8.38131 2.31674 -0.87989 -0.16
C -9.08422 1.50092 0.07340 -0.18
H -11.11860 1.69796 0.86017 0.11
H -10.00829 2.97690 1.35033 0.12
H -11.16159 2.54377 -1.43840 0.11
H -11.16973 4.05239 -0.52454 0.11
H -8.77974 4.32846 -0.79392 0.12
H -9.18028 3.54754 -2.33449 0.10
H -9.39591 0.57867 -0.42791 0.12
H -8.41496 1.24009 0.88911 0.13
```

Summary:
- HOMO: -4.56 eV
- Largest force on an atom: 6.5 eV Å⁻¹
- Spin multiplicity: 1
- E: -5421.05093 a.u.
- Net charge: -1

***

Record 5
One molecule with the formula C3H8OS2. Source: OMol25; level of theory: ωB97M-V with the def2-TZVPD basis set.

The geometry in XYZ format:
```
14
Properties=species:S:1:pos:R:3:nbo_charge:R:1
C -1.57955 0.75334 0.40785 -0.55
C 0.09628 0.08116 0.16528 -0.27
S 0.44425 -1.08473 1.55345 -0.04
S 1.12449 1.62845 0.23562 -0.07
C 0.18509 -0.68038 -1.09889 -0.13
O 1.44818 -1.25966 -1.19083 -0.69
H -1.61806 1.47301 1.14838 0.21
H -1.88467 1.00664 -0.49586 0.20
H -2.23033 0.01457 0.67864 0.20
H 1.48570 -1.71384 0.94023 0.16
H 1.15993 1.70257 1.66745 0.17
H -0.45465 -1.45786 -1.04304 0.20
H -0.10497 0.03677 -2.04652 0.16
H 1.92832 -0.50004 -0.92176 0.46
```

Summary:
- HOMO: -9.15 eV
- Energy relative to the best compared isomer or geometry (same formula, charge and spin): 49.2 kcal per mole
- Largest force on an atom: 6.2 eV Å⁻¹
- Spin multiplicity: 1
- E: -990.63218 a.u.
- SMILES string: CC(S)(S)CO

***

Record 6
C28H66Be2N6Na4O18 as an isolated structure. Source: OMol25; level of theory: ωB97M-V with the def2-TZVPD basis set.

The geometry in XYZ format:
```
124
Properties=species:S:1:pos:R:3:lowdin_charge:R:1
Be -0.44614 -3.16857 1.01924 1.10
Be 1.95177 -2.45707 -2.36875 1.06
Na -0.36025 0.79509 -0.48491 0.40
Na -2.97820 0.47395 -3.11131 0.57
Na -2.19996 -2.85640 -2.28939 0.52
Na 1.01188 2.38273 -3.78545 0.75
C 0.60449 -4.86211 -1.02315 -1.02
O 1.57129 -5.01857 -1.80557 -0.06
O 0.70878 -5.26538 0.11939 0.01
O -0.06885 -3.81977 -1.29375 -0.14
C 2.45664 -2.27847 0.48232 -1.05
O 3.43831 -2.46162 -0.27618 -0.08
O 1.51881 -1.64937 -0.02153 -0.10
O 2.13225 -3.04611 1.41439 -0.03
C -2.48627 -1.20984 0.19623 -1.10
O -2.66228 -0.41494 -0.68005 -0.01
O -1.64798 -1.00647 1.07127 -0.05
O -2.91182 -2.38546 0.14411 -0.08
C -0.00835 -0.23076 -3.18930 -1.10
O -0.65119 -1.25505 -3.27349 0.00
O -0.58004 0.85426 -2.93734 -0.14
O 1.19627 -0.20098 -3.33406 -0.02
C 2.54691 1.82501 -0.36162 -0.02
C 1.82133 2.71090 0.71684 -0.37
C 0.99185 3.81478 0.06393 -0.11
O -0.04191 3.16443 -0.76461 -0.23
C -1.10616 3.99097 -1.05314 -0.12
N 0.98490 1.78209 1.42312 0.06
H 1.95124 1.03451 -0.81811 0.06
H 3.39063 1.26917 0.04739 0.06
H 2.91417 2.51406 -1.12217 0.08
H 2.54780 3.14909 1.40119 0.13
H 1.51629 4.54946 -0.54706 0.13
H 0.49972 4.44578 0.80402 0.13
H -1.54427 4.53287 -0.21498 0.10
H -1.92412 3.44322 -1.52114 0.09
H -0.75070 4.77556 -1.72109 0.09
H 1.42827 1.12364 2.04760 0.09
H 0.25657 2.15081 2.01785 0.09
C -7.05207 -1.49711 -1.81800 -0.07
C -6.02907 -1.59879 -2.88496 -0.44
C -5.83959 -0.17686 -3.56308 -0.07
O -4.66831 -0.25600 -4.47986 -0.27
C -4.87437 -0.51714 -5.84696 -0.08
N -4.89256 -2.11978 -2.24779 0.06
H -8.05948 -1.61701 -2.21657 0.08
H -7.14766 -0.47664 -1.44703 0.07
H -7.05673 -2.14664 -0.94268 0.09
H -6.30886 -2.35332 -3.62014 0.14
H -5.66009 0.50355 -2.73066 0.12
H -6.73557 0.09400 -4.12160 0.13
H -3.90369 -0.32727 -6.30503 0.10
H -5.58877 0.15369 -6.32415 0.09
H -5.17786 -1.55217 -6.00417 0.10
H -5.22089 -2.84907 -1.63101 0.09
H -4.51148 -1.53997 -1.51383 0.05
C 4.41575 -0.08932 -2.86853 -0.05
C 4.40069 -1.14200 -3.99602 -0.39
C 5.67609 -1.13660 -4.92259 -0.17
O 5.66729 0.01317 -5.75919 -0.20
C 6.91202 0.43279 -6.28417 -0.11
N 4.32094 -2.45899 -3.39105 0.07
H 3.50943 -0.10770 -2.26327 0.04
H 4.53682 0.97152 -3.08774 0.08
H 5.21353 -0.34330 -2.17058 0.09
H 3.48092 -1.07600 -4.57720 0.12
H 5.76866 -1.99648 -5.58601 0.12
H 6.57353 -1.08037 -4.30653 0.12
H 6.76295 1.27912 -6.95470 0.08
H 7.41694 -0.31477 -6.89598 0.08
H 7.54943 0.70537 -5.44304 0.09
H 5.07460 -2.59182 -2.73193 0.10
H 4.63147 -3.12130 -4.08748 0.09
C -5.67813 0.95065 1.09784 -0.06
C -5.31912 -0.01268 2.17886 -0.44
C -5.91928 0.25431 3.57151 -0.20
O -5.25222 -0.53778 4.56764 -0.23
C -5.54901 -0.15874 5.94989 -0.05
N -5.55535 -1.41702 1.77269 0.08
H -5.01525 0.75508 0.25496 0.06
H -5.74317 2.01223 1.33637 0.08
H -6.68719 0.71925 0.75672 0.07
H -4.24245 0.04581 2.33841 0.10
H -6.96864 -0.01313 3.44733 0.12
H -5.82572 1.32999 3.72075 0.12
H -6.62473 -0.30147 6.05259 0.09
H -5.10005 0.81718 6.13462 0.08
H -4.99770 -0.86721 6.56813 0.09
H -4.80869 -1.63792 1.12942 0.03
H -5.53175 -2.13473 2.48293 0.08
C -0.09371 0.13820 4.33485 -0.05
C -1.53231 0.04334 4.58780 -0.43
C -2.26443 1.26660 4.00738 -0.20
O -1.69290 2.51514 4.36172 -0.20
C -1.80603 2.76556 5.76281 -0.11
N -2.11458 -1.15370 3.93110 0.07
H 0.22688 1.10637 4.71951 0.08
H -0.01884 0.22754 3.25110 0.06
H 0.43891 -0.78462 4.56467 0.10
H -1.75199 -0.12358 5.64230 0.14
H -3.32881 1.20111 4.23299 0.10
H -2.24954 1.40337 2.92610 0.13
H -1.06269 2.16494 6.28703 0.08
H -2.75232 2.60899 6.28062 0.08
H -1.62049 3.83508 5.86181 0.09
H -1.93106 -1.19800 2.93891 0.01
H -3.11110 -0.99723 3.98174 0.03
C 5.70430 1.90181 2.53277 -0.08
C 5.77359 0.80941 1.48818 -0.45
C 7.10610 0.09454 1.72812 -0.20
O 7.40625 -0.82933 0.64533 -0.20
C 8.79088 -1.19796 0.67188 -0.10
N 4.73407 -0.14335 1.81263 0.07
H 6.40366 2.70384 2.29664 0.07
H 5.83454 1.72336 3.60015 0.09
H 4.72010 2.37013 2.54346 0.06
H 5.71526 1.16668 0.46005 0.13
H 7.08709 -0.31918 2.73637 0.13
H 7.90363 0.83562 1.78134 0.11
H 8.84621 -1.84162 -0.20604 0.09
H 8.91818 -1.78852 1.57915 0.09
H 9.43224 -0.31796 0.72041 0.08
H 3.87317 0.11285 1.35077 0.04
H 4.97904 -0.96510 1.27895 0.07
```

Summary:
- HOMO: -6.16 eV
- Largest force on an atom: 7.9 eV Å⁻¹
- Spin multiplicity: 1
- E: -3467.92687 a.u.